No. 1
A molecular structure, C39H34ClN3SSi2Ti. Source: the OMol25 dataset; level of theory: ωB97M-V/def2-TZVPD.

## Properties
2S+1	3
lowest unoccupied orbital energy (alpha / beta)	-0.022 / -0.020	Eh
energy relative to the best compared isomer or geometry (same formula, charge and spin)	0.00	kJ/mol

XYZ file:
```
81
Properties=species:S:1:pos:R:3:forces:R:3
C 0.5342 0.0301 0.8882 -0.143 0.794 0.661
C 1.6217 0.3518 0.0442 0.131 -0.133 0.275
C 1.8791 1.7367 0.1457 -0.169 0.380 1.246
H 2.2231 -0.3494 -0.5127 0.031 0.005 0.048
C 0.8861 2.3052 1.0279 0.501 -0.379 0.463
C 0.0179 1.2378 1.4384 1.353 -0.150 0.013
H -0.7860 1.3201 2.1758 0.238 -0.024 -0.440
H 0.2001 -0.9644 1.1968 -0.094 0.346 -0.622
H 2.7100 2.2623 -0.2716 0.313 0.152 -0.087
H 0.8897 3.3132 1.4427 -0.097 -0.394 -0.369
Ti -0.0234 1.8168 -0.9448 -0.791 -2.063 1.244
Si -0.1063 0.9482 -6.0509 0.727 1.116 0.486
C 1.7204 0.5346 -6.0507 0.010 0.611 0.176
C 2.5019 0.7059 -7.2094 0.191 -0.280 0.195
H 2.0581 1.1544 -8.1170 0.330 -0.327 0.555
C 3.8476 0.3085 -7.1924 0.085 -0.086 0.057
H 4.4782 0.4192 -8.0914 -0.420 0.033 0.584
C 4.3968 -0.2701 -6.0339 -0.237 -0.147 0.006
H 5.4462 -0.5911 -6.0096 -0.494 0.121 -0.168
C 3.6122 -0.4529 -4.8851 0.072 0.286 -0.334
H 4.0187 -0.9746 -4.0078 -0.105 0.475 -0.361
C 2.3022 0.0333 -4.8778 0.249 -0.446 -0.165
H 1.7294 0.0027 -3.9467 0.042 -0.100 -0.319
C 1.6901 4.7484 -0.7566 -0.090 0.369 -1.214
C 3.0746 4.8750 -0.7205 0.490 0.141 0.752
H 3.6934 4.5300 -1.5533 -0.238 -0.149 0.386
C 3.7052 5.4749 0.3766 0.074 0.161 0.170
H 4.7973 5.5115 0.4488 -0.368 0.061 -0.172
C 2.9445 5.9899 1.4245 -0.229 -0.323 0.176
H 3.4187 6.3856 2.3256 -0.074 -0.114 -0.320
C 1.5465 5.9764 1.3333 0.041 0.149 -0.514
H 0.9446 6.3535 2.1630 0.143 0.161 -0.331
C 0.9286 5.4697 0.1799 0.351 -0.175 0.748
H -0.1533 5.6368 0.0478 0.522 -0.413 0.014
H -0.4318 1.9609 -7.1179 0.049 -0.252 0.572
Si 0.8090 3.7087 -2.1698 0.878 2.643 -0.971
C -0.0053 5.3091 -2.8107 -0.582 -0.464 -0.108
C 0.7986 6.4012 -3.1773 -0.509 0.759 0.280
H 1.8750 6.2764 -3.3095 -0.267 -0.002 0.158
C 0.2399 7.6769 -3.3005 -0.143 -0.304 -0.157
H 0.8888 8.5445 -3.5121 -0.478 -0.504 0.114
C -1.1549 7.8324 -3.1663 -0.143 -0.107 0.035
H -1.5968 8.8338 -3.2462 0.158 -0.460 -0.027
C -1.9767 6.7188 -2.9310 0.233 0.104 -0.011
H -3.0720 6.8150 -2.8779 0.585 0.117 -0.010
C -1.3862 5.4542 -2.7379 -0.210 0.934 -0.097
H -2.0172 4.5918 -2.5089 0.169 0.186 -0.023
C 1.9987 3.5574 -3.6589 0.378 -0.311 0.251
C 3.3061 3.0862 -3.5270 0.416 0.299 -0.415
H 3.6217 2.5427 -2.6226 -0.050 0.475 -0.364
C 4.2333 3.3468 -4.5494 0.208 -0.651 0.135
H 5.2894 3.1166 -4.4015 -0.243 -0.092 -0.012
C 3.8235 3.8264 -5.7874 -0.100 -0.120 0.190
H 4.5155 3.9227 -6.6082 0.267 0.068 -0.006
C 2.4856 4.1235 -5.9919 -0.069 -0.150 0.140
H 2.1268 4.4148 -6.9769 0.048 0.097 0.187
C 1.6161 4.0448 -4.9153 -0.350 0.070 -0.196
H 0.5976 4.4011 -5.0600 0.115 -0.113 0.069
H -0.8479 -0.2459 -6.2525 -0.713 -0.877 -0.251
Cl -0.7364 1.5484 -4.0940 0.096 -0.230 -1.090
N -3.0171 -0.9532 -0.5921 -0.715 -0.287 -0.269
C -2.1236 -1.9869 -0.8562 0.212 0.586 0.554
C -2.1867 -3.2950 -0.4188 0.182 -0.721 -0.280
C -1.0077 -4.0432 -0.4106 -0.414 0.364 -0.123
C 0.1930 -3.4637 -0.8615 -0.067 0.795 -0.639
C 0.2293 -2.1526 -1.3656 0.005 -0.382 -0.107
C -0.9427 -1.3848 -1.2928 -0.557 0.745 0.635
N -1.1346 0.0107 -1.2362 -2.446 0.137 -0.564
C -2.4158 0.2322 -0.8189 2.494 -1.654 -0.511
C -2.8464 1.4960 -0.2697 -0.293 1.550 1.039
C -3.9203 1.7173 0.5657 0.695 0.179 -0.358
S -3.7377 3.2549 1.3882 0.076 -0.898 -1.043
C -2.2768 3.5614 0.5048 0.098 -1.415 -0.658
N -1.8973 2.5404 -0.2989 -1.116 0.463 0.465
H -3.9650 -1.0643 -0.2704 0.123 -0.075 0.037
H -3.1543 -3.6597 -0.1100 0.073 -0.422 0.259
H -1.0005 -5.0790 -0.0692 -0.094 0.352 -0.023
H 1.1115 -4.0446 -0.8239 -0.188 0.095 -0.132
H 1.1263 -1.7052 -1.7974 -0.173 -0.277 0.402
H -4.7443 1.0128 0.7115 0.300 0.580 0.243
H -1.6791 4.4620 0.6645 -0.280 -0.488 -0.160
```
Forces are in eV/Å.

No. 2
A molecular structure, C39H34N11OP2PtS. Source: the OMol25 dataset; level of theory: ωB97M-V/def2-TZVPD.

## Properties
charge	+1
2S+1	1
lowest unoccupied orbital energy	-0.182	Eh
energy relative to the best compared isomer or geometry (same formula, charge and spin)	54.84	kJ/mol

XYZ file:
```
89
Properties=species:S:1:pos:R:3:forces:R:3
Pt 0.7118 -0.2545 0.9206 -0.434 0.700 0.172
O 3.1387 -0.6882 1.9814 0.004 0.104 -0.019
N 3.8243 0.3539 1.6384 -0.006 -0.278 0.100
C 4.8349 0.7762 2.4291 -0.032 0.003 0.031
C 5.5678 1.8962 2.1107 -0.031 0.020 -0.038
C 5.2658 2.6191 0.9648 0.019 0.005 0.020
C 4.2321 2.1795 0.1608 -0.038 0.031 0.043
C 3.5313 1.0295 0.4954 -0.020 0.193 -0.194
S 2.3762 0.3242 -0.6041 0.139 -0.062 0.168
H 4.9819 0.1675 3.3079 0.007 0.011 0.004
H 6.3610 2.2011 2.7777 0.001 0.003 0.000
H 5.8177 3.5121 0.7094 0.002 -0.001 0.008
H 3.9418 2.7146 -0.7330 0.011 -0.011 0.006
N 0.7125 0.0629 4.4265 -0.066 -0.054 0.027
C 0.8974 1.1918 3.6935 -0.226 0.020 -0.177
N 1.0680 2.4172 4.1509 0.003 -0.058 0.153
N 1.1376 3.1931 3.0568 0.046 -0.105 -0.116
N 1.0217 2.4813 1.9970 -0.053 0.147 0.026
N 0.8608 1.1954 2.3583 0.408 0.085 -0.136
C 0.5203 -1.1634 3.8536 0.060 -0.069 0.144
N 0.5777 -2.2770 4.5380 -0.001 -0.006 0.010
N 0.4087 -3.2578 3.6222 -0.012 0.033 -0.064
N 0.2438 -2.7790 2.4587 -0.088 -0.087 -0.004
N 0.2627 -1.4089 2.5477 0.333 -0.007 -0.107
H 0.8351 0.0903 5.4259 0.020 0.035 0.004
C -0.4511 -1.4322 -2.1338 0.062 -0.064 0.022
N -1.2509 -0.2414 -2.0033 0.029 0.012 0.183
C -0.4845 0.9660 -2.0130 -0.048 0.028 -0.222
P -0.0549 1.6829 -0.3567 -0.004 -0.860 -0.465
C 0.8436 3.1854 -0.8665 -0.030 0.015 0.240
C 0.7497 4.3522 -0.1076 -0.060 0.098 0.039
C 1.3332 5.5274 -0.5526 -0.007 -0.015 0.019
C 2.0328 5.5527 -1.7497 0.007 -0.019 -0.007
C 2.1377 4.3962 -2.5088 0.002 0.013 -0.006
C 1.5465 3.2204 -2.0747 -0.027 -0.037 -0.002
C -1.6698 2.1286 0.3105 0.190 0.146 0.173
C -2.2758 3.3011 -0.1454 -0.057 -0.006 -0.032
C -3.5780 3.5903 0.2281 0.011 0.016 -0.031
C -4.2792 2.7202 1.0505 -0.003 -0.007 0.008
C -3.6744 1.5611 1.5117 -0.002 -0.021 0.011
C -2.3702 1.2681 1.1485 0.034 0.007 0.011
C -2.6586 -0.2567 -2.1394 0.005 -0.005 -0.066
C -3.3734 0.9129 -2.4039 0.012 0.012 0.067
C -4.7543 0.8859 -2.5188 -0.027 -0.008 -0.006
C -5.4589 -0.3002 -2.3895 0.011 0.013 -0.003
C -4.7519 -1.4663 -2.1454 0.008 0.002 -0.003
C -3.3719 -1.4504 -2.0152 -0.005 -0.014 -0.068
P 0.2057 -2.0333 -0.5078 -0.190 -0.091 0.005
C -1.1493 -3.1003 0.0433 -0.069 -0.014 -0.065
C -2.2173 -2.6078 0.7853 0.015 0.007 0.002
C -3.2927 -3.4246 1.0849 0.005 0.008 0.004
C -3.3119 -4.7401 0.6411 0.002 -0.003 -0.006
C -2.2509 -5.2351 -0.1013 -0.017 0.008 0.006
C -1.1694 -4.4187 -0.4014 0.028 -0.008 0.001
C 1.6241 -3.0739 -0.8838 0.032 0.030 0.083
C 2.5364 -3.3545 0.1335 -0.018 0.001 -0.001
C 3.6221 -4.1744 -0.1255 -0.004 -0.002 -0.002
C 3.8054 -4.7107 -1.3928 0.006 0.001 0.010
C 2.9012 -4.4320 -2.4072 -0.010 0.003 -0.009
C 1.8094 -3.6150 -2.1558 -0.029 -0.002 -0.022
H 0.3914 -1.2551 -2.8112 0.000 0.049 0.019
H -1.0375 -2.2487 -2.5540 0.034 0.021 -0.046
H -0.9698 1.7718 -2.5669 -0.054 -0.002 0.053
H 0.4470 0.7691 -2.5431 0.068 0.066 0.036
H 0.2244 4.3575 0.8369 0.023 -0.050 -0.032
H 1.2460 6.4212 0.0502 0.006 -0.001 -0.001
H 2.4968 6.4690 -2.0902 -0.004 0.001 -0.002
H 2.6810 4.4037 -3.4443 -0.004 -0.002 -0.001
H 1.6645 2.3398 -2.6861 -0.009 -0.032 0.003
H -1.7489 3.9815 -0.8009 0.015 0.004 0.007
H -4.0447 4.4993 -0.1273 0.002 -0.002 0.004
H -5.2964 2.9500 1.3382 0.000 0.001 -0.003
H -4.2149 0.8843 2.1599 0.002 0.004 0.002
H -1.8961 0.3736 1.5254 0.007 -0.004 0.038
H -2.8767 1.8645 -2.5157 -0.003 0.011 0.018
H -5.2796 1.8110 -2.7192 0.003 -0.002 -0.001
H -6.5360 -0.3155 -2.4805 0.002 0.000 -0.004
H -5.2732 -2.4094 -2.0437 -0.001 0.003 0.003
H -2.8681 -2.3806 -1.7984 -0.024 -0.002 0.012
H -2.2101 -1.5897 1.1453 0.006 0.035 -0.020
H -4.1145 -3.0354 1.6711 -0.003 -0.003 -0.004
H -4.1499 -5.3803 0.8826 0.002 -0.004 0.000
H -2.2541 -6.2626 -0.4393 -0.003 -0.001 0.000
H -0.3376 -4.8260 -0.9623 0.002 0.011 0.005
H 2.4001 -2.9350 1.1210 0.032 -0.010 -0.023
H 4.3249 -4.3954 0.6664 -0.002 0.006 0.001
H 4.6555 -5.3502 -1.5906 -0.002 0.001 0.000
H 3.0418 -4.8527 -3.3938 -0.003 0.001 0.001
H 1.1048 -3.4206 -2.9550 0.007 0.006 0.002
```
Forces are in eV/Å.

No. 3
A molecular structure, C39H34N5O2SbTi. Source: the OMol25 dataset; level of theory: ωB97M-V/def2-TZVPD.

## Properties
2S+1	3
lowest unoccupied orbital energy (alpha / beta)	0.022 / 0.023	Eh

XYZ file:
```
82
Properties=species:S:1:pos:R:3:forces:R:3
Ti 0.0193 0.2800 0.8307 0.156 0.766 -2.325
C 2.3663 -4.8806 4.3886 0.018 -0.010 -0.143
C 1.8105 -3.5663 3.9281 -0.035 0.042 0.059
C 2.3257 -2.3673 4.4065 -0.167 0.193 -0.172
C 1.8096 -1.1590 3.9779 0.108 -0.316 -0.036
C 0.7546 -1.0962 3.0687 -0.389 -0.582 0.363
N 0.1938 0.1122 2.6905 0.493 -0.376 1.572
C -0.2079 1.0269 3.6111 -0.332 0.685 0.637
C -0.3193 0.7485 4.9865 -0.050 -0.008 -0.231
C -0.7822 1.6840 5.8809 -0.065 0.227 -0.158
C -1.1757 2.9518 5.4556 0.136 -0.073 0.095
C -1.7428 3.9397 6.4305 -0.058 -0.008 -0.043
C -1.0973 3.2403 4.1044 0.062 -0.210 -0.076
C -0.6267 2.3116 3.1789 0.017 -0.586 1.104
N -0.6840 2.6324 1.8110 -0.287 1.165 -0.350
C -0.6690 3.8936 1.2963 -0.033 -0.165 -0.363
C -1.2362 3.8403 0.0404 0.059 0.129 0.241
C -1.5795 2.5066 -0.1562 -0.414 0.313 0.404
N -1.2253 1.7700 0.9104 -1.066 1.612 -0.284
C 0.2551 -2.3143 2.5416 1.202 0.311 1.104
C 0.7911 -3.5245 2.9916 -0.070 0.371 -0.228
N -0.7865 -2.3199 1.6172 -1.423 -0.961 -0.639
C -1.6192 -3.3629 1.3208 -0.036 0.613 -0.166
C -2.5256 -2.9165 0.3852 0.173 -0.262 0.034
C -2.2006 -1.5876 0.1378 0.340 0.021 0.588
N -1.1378 -1.2322 0.8886 -1.980 -2.810 -0.502
H 2.8940 -4.7689 5.3324 0.020 -0.047 0.068
H 1.5715 -5.6131 4.5122 -0.006 -0.107 0.058
H 3.0697 -5.2708 3.6525 0.066 -0.097 0.009
H 3.1323 -2.3726 5.1223 0.149 -0.052 0.109
H 2.2134 -0.2292 4.3542 -0.019 0.043 0.024
H -0.0613 -0.2415 5.3332 0.027 0.013 0.030
H -0.8640 1.4213 6.9264 -0.001 -0.002 0.111
H -1.3610 3.7428 7.4299 -0.027 0.072 0.092
H -1.4882 4.9604 6.1546 0.010 0.104 0.026
H -2.8313 3.8627 6.4604 -0.039 0.054 0.078
H -1.4516 4.1958 3.7476 -0.063 0.121 -0.054
H -0.2408 4.7213 1.8251 0.022 0.057 0.187
H -1.3821 4.6602 -0.6351 0.038 0.114 -0.095
H -2.0977 2.0462 -0.9812 0.111 -0.055 0.031
H 0.4118 -4.4542 2.5963 -0.020 -0.124 -0.075
H -1.5459 -4.3172 1.7962 0.057 -0.129 0.203
H -3.3202 -3.4808 -0.0553 -0.177 -0.146 -0.080
H -2.6979 -0.8678 -0.4973 0.155 -0.036 0.070
O 1.5822 1.5400 0.3182 0.225 1.251 -0.266
C 2.2861 0.5170 0.3533 2.680 0.212 -0.424
O 1.8071 -0.6301 0.4132 0.873 -1.188 0.018
H 3.3936 0.6259 0.2992 -0.294 -0.009 0.062
C -4.0085 -0.8436 -4.8021 -0.050 -0.054 -0.063
C -3.8616 0.3745 -4.1655 -0.159 0.154 0.022
C -2.6942 0.6609 -3.4796 -0.001 0.212 0.082
C -1.6545 -0.2551 -3.4146 0.412 0.117 0.543
C -1.8106 -1.4707 -4.0616 0.128 -0.252 -0.044
C -2.9725 -1.7604 -4.7591 -0.093 -0.093 -0.039
Sb 0.0486 0.1310 -2.0990 0.056 -0.108 -1.714
C 1.2850 -1.3677 -3.0553 -0.316 0.360 0.414
C 1.4034 -1.4086 -4.4402 -0.037 0.084 -0.009
C 2.1489 -2.4023 -5.0485 -0.009 0.026 -0.121
C 2.7900 -3.3582 -4.2758 0.048 -0.077 0.010
C 2.6780 -3.3210 -2.8972 0.066 -0.132 -0.006
C 1.9204 -2.3328 -2.2872 -0.036 0.004 0.250
C 0.8498 1.7968 -3.2548 -0.121 -0.414 0.445
C 0.1237 2.9738 -3.3744 -0.118 -0.104 0.065
C 0.6076 4.0348 -4.1168 -0.050 0.144 -0.048
C 1.8362 3.9405 -4.7459 0.068 -0.064 -0.025
C 2.5879 2.7859 -4.6002 0.085 0.046 -0.062
C 2.1023 1.7256 -3.8498 0.135 -0.184 0.037
H -4.9270 -1.0773 -5.3215 -0.029 -0.016 -0.063
H -4.6636 1.0990 -4.1894 -0.037 0.065 -0.021
H -2.5991 1.6224 -2.9936 -0.058 0.101 0.017
H -1.0158 -2.2037 -4.0299 -0.028 -0.073 0.010
H -3.0787 -2.7111 -5.2610 0.030 -0.101 -0.031
H 0.8996 -0.6623 -5.0408 0.002 0.018 -0.089
H 2.2253 -2.4342 -6.1261 0.025 0.006 -0.077
H 3.3729 -4.1339 -4.7508 0.054 -0.057 -0.039
H 3.1782 -4.0644 -2.2921 0.022 -0.047 0.031
H 1.8347 -2.3112 -1.2061 0.032 0.022 -0.065
H -0.8313 3.0715 -2.8809 -0.146 0.052 0.021
H 0.0214 4.9368 -4.2052 -0.070 0.115 -0.019
H 2.2077 4.7596 -5.3436 0.039 0.080 -0.023
H 3.5549 2.7094 -5.0793 0.050 -0.019 0.014
H 2.7102 0.8343 -3.7319 -0.040 0.061 -0.072
```
Forces are in eV/Å.

- 2S+1 of number 1 (C39H34ClN3SSi2Ti)?
  3

- Number 2 is which compound?
  C39H34N11OP2PtS